62
Properties=species:S:1:pos:R:3:nbo_charge:R:1 method="wB97M-V/def2-TZVPD" homo_energy_ev=-8.19 smiles=Cc1ccc(CN2CCN(Cc3ccc(-n4cccn4)cc3C)C[C@H]2CCO)cc1 max_force_ev_per_a=0.99
C -6.76198 -3.39748 -0.28294 -0.626
C -5.99784 -2.11097 -0.36267 -0.017
C -5.73375 -1.36578 0.78042 -0.235
C -5.00831 -0.19265 0.70906 -0.150
C -4.51924 0.26523 -0.50817 -0.054
C -4.78014 -0.47650 -1.65033 -0.195
C -5.51364 -1.64727 -1.57812 -0.209
H -5.70736 -2.21249 -2.47875 0.208
H -4.40674 -0.13804 -2.60706 0.207
C -3.71366 1.53681 -0.55723 -0.235
N -2.71759 1.52876 0.50096 -0.456
C -2.12440 2.81595 0.79520 -0.215
C -1.02449 3.22653 -0.18964 -0.240
N -0.00092 2.20021 -0.18736 -0.453
C -0.57486 0.94032 -0.62338 -0.245
H -0.97324 1.02255 -1.65259 0.165
C -1.69745 0.50238 0.32683 -0.064
C -1.13752 0.08929 1.69544 -0.444
H -0.28097 0.70940 1.95584 0.219
H -1.92068 0.24111 2.44250 0.208
C -0.71226 -1.37886 1.71054 -0.055
O -1.75071 -2.25503 1.34189 -0.718
H -2.53820 -2.02855 1.85051 0.464
H 0.08846 -1.55508 0.98833 0.175
H -0.33425 -1.63762 2.71174 0.160
H -2.19271 -0.37390 -0.10577 0.237
H 0.20952 0.18176 -0.62826 0.217
C 1.16654 2.56585 -0.97705 -0.239
C 2.29844 1.60439 -0.73584 -0.067
C 2.74694 0.78079 -1.75989 -0.178
C 3.77174 -0.12210 -1.56172 -0.233
C 4.36934 -0.21617 -0.30966 0.155
C 3.92968 0.60737 0.72088 -0.259
C 2.90116 1.51541 0.52216 0.106
C 2.46492 2.40623 1.64415 -0.668
H 1.37975 2.43666 1.69532 0.244
H 2.86582 2.06043 2.59352 0.212
H 2.82074 3.42255 1.47205 0.217
H 4.39522 0.55746 1.69334 0.206
N 5.40738 -1.13422 -0.12533 -0.172
C 5.99662 -1.52764 1.03109 -0.038
C 6.96197 -2.44404 0.69974 -0.335
C 6.88543 -2.54418 -0.69895 -0.041
N 5.94857 -1.75635 -1.17646 -0.262
H 7.47048 -3.15239 -1.35981 0.209
H 7.62404 -2.96614 1.35938 0.229
H 5.69540 -1.15789 1.98905 0.218
H 4.12379 -0.75974 -2.35578 0.247
H 2.28355 0.84710 -2.73389 0.212
H 0.93045 2.59676 -2.05610 0.175
H 1.46946 3.57235 -0.67114 0.206
H -1.45347 3.37528 -1.19836 0.160
H -0.58163 4.17239 0.13335 0.202
H -1.68273 2.75293 1.79402 0.197
H -2.91090 3.57374 0.81468 0.201
H -3.28441 1.66184 -1.56513 0.171
H -4.37935 2.38761 -0.37301 0.208
H -4.80370 0.38209 1.59996 0.212
H -6.10540 -1.70966 1.73592 0.205
H -6.06929 -4.23376 -0.18182 0.222
H -7.35001 -3.55635 -1.18412 0.216
H -7.42614 -3.40318 0.57823 0.214

---

17
Properties=species:S:1:pos:R:3:nbo_charge:R:1 method="wB97M-V/def2-TZVPD" homo_energy_ev=-8.99 max_force_ev_per_a=5.58
C 1.34086 -0.31555 1.07846 -0.441
C 1.84193 0.77283 -0.91834 -0.433
C -1.51837 -0.58717 -0.35458 0.345
C -2.19203 0.64666 -0.11150 -0.093
C -2.71812 1.72308 0.05928 -0.184
H 1.85055 0.35095 1.72641 0.203
H 2.07395 -1.13212 0.80659 0.177
H 0.55292 -0.83529 1.71411 0.210
H 2.51300 -0.28831 -0.91099 0.143
H 2.27977 1.51019 -0.20505 0.224
H 1.70462 0.82542 -2.04487 0.241
H 0.03312 -1.57207 -0.75829 0.380
H -3.04042 -1.73996 0.16026 0.354
H -3.24272 2.59398 0.72235 0.274
N 0.67553 0.37972 -0.05523 -0.257
N -0.16649 -0.59408 -0.66061 -0.480
N -1.98811 -1.73829 -0.24800 -0.663